{"formula": "C4H12N2", "method": "ωB97M-V with the def2-TZVPD basis set", "homo_lumo_gap_ev": [2.983, 8.283], "multiplicity": 2, "energy_ha": -268.98067, "s2": 0.750, "charge": -1, "species": ["N", "C", "C", "N", "C", "C", "H", "H", "H", "H", "H", "H", "H", "H", "H", "H", "H", "H"], "xyz": [[-0.477044, 1.768155, 1.851315], [-0.745570, 0.377942, 1.557500], [0.286918, -0.477422, 0.822685], [0.158263, -0.377179, -0.609216], [1.321614, -1.028405, -1.186719], [-0.796979, 0.034727, -1.602922], [-0.654794, 2.331972, 1.008277], [0.512152, 1.812737, 2.077672], [-0.994187, -0.189712, 2.476734], [-1.692533, 0.297812, 0.995748], [1.198130, -0.162364, 1.378153], [-0.024669, -1.516129, 1.059110], [1.501161, -2.098854, -1.050560], [2.238000, -0.504955, -0.832630], [1.338717, -1.038784, -2.373915], [-1.839096, -0.290915, -1.338454], [-0.833237, 1.152350, -1.587129], [-0.496847, -0.090977, -2.645649]], "atomic_forces_ev_per_a": [[0.16, 0.18, -0.44], [-1.87, -1.31, 0.10], [-3.03, 0.63, 0.52], [3.75, -1.69, -1.71], [0.99, 0.54, -2.67], [-1.64, 2.38, 1.97], [0.41, -0.29, 0.47], [-0.02, 0.52, -0.09], [0.29, 0.52, -0.03], [0.23, 0.26, 0.13], [0.50, -0.55, -1.38], [0.76, 0.03, 0.49], [-0.49, -0.36, 0.90], [-0.15, -0.30, -0.33], [-0.16, 0.63, 2.38], [0.69, -0.05, -0.79], [-0.43, -0.15, 0.08], [0.00, -0.98, 0.41]], "mulliken_spin": [0.263, 0.372, 1.322, -3.048, 1.473, 3.007, -0.076, -0.212, -0.153, 0.124, -0.007, -0.496, -0.388, -0.266, 0.126, -0.289, -0.419, -0.334]}

=====

{"formula": "C4H10O", "method": "ωB97M-V with the def2-TZVPD basis set", "homo_lumo_gap_ev": 7.632, "energy_ha": -233.42412, "species": ["C", "O", "C", "C", "C", "H", "H", "H", "H", "H", "H", "H", "H", "H", "H"], "xyz": [[-0.933890, -0.690523, -1.284547], [-0.486905, 0.300145, -0.369995], [0.598925, -0.129395, 0.642395], [0.823142, 1.327060, -0.781858], [-0.106143, -0.381485, 1.951112], [-1.788264, -0.296679, -1.841383], [-1.235489, -1.566323, -0.702336], [-0.132119, -0.968527, -1.982579], [0.998506, -1.071290, 0.235286], [0.830741, 2.163040, -0.093147], [0.339854, 1.612611, -1.737661], [1.823535, 0.950882, -0.979163], [0.594966, -0.840716, 2.659183], [-0.973594, -1.062060, 1.856712], [-0.470984, 0.545413, 2.410048]], "atomic_forces_ev_per_a": [[-0.08, -0.15, -0.13], [0.09, 0.12, 0.09], [-0.08, -0.35, 0.24], [0.09, 0.34, -0.33], [-0.02, 0.04, 0.07], [0.11, -0.08, 0.05], [0.03, 0.07, -0.10], [-0.11, 0.04, 0.13], [-0.05, 0.16, 0.01], [0.03, -0.16, -0.06], [0.05, -0.09, 0.19], [-0.15, 0.03, 0.09], [-0.07, 0.06, -0.13], [0.12, 0.09, -0.02], [0.06, -0.12, -0.08]], "lowdin_charge": [-0.081, -0.309, -0.243, 0.008, -0.140, 0.092, 0.097, 0.095, 0.077, 0.071, 0.075, 0.062, 0.069, 0.065, 0.062]}

=====

{"formula": "C19H35CaNO2P2", "method": "ωB97M-V with the def2-TZVPD basis set", "homo_lumo_gap_ev": 6.335, "energy_ha": -2310.37145, "species": ["P", "P", "C", "C", "H", "H", "H", "H", "C", "H", "H", "H", "C", "H", "H", "H", "C", "H", "H", "H", "C", "H", "H", "H", "Ca", "C", "C", "C", "C", "C", "C", "C", "C", "C", "H", "H", "H", "H", "H", "H", "H", "H", "H", "H", "H", "H", "H", "H", "H", "O", "C", "C", "C", "C", "O", "N", "H", "H", "H", "H"], "xyz": [[-4.186532, -3.439688, -1.159388], [-1.191484, -5.233884, -0.338994], [-3.769908, -5.203991, -1.753624], [-2.950132, -5.937261, -0.672419], [-3.188441, -5.148920, -2.704435], [-4.704937, -5.771958, -1.957892], [-3.454054, -5.907699, 0.308721], [-2.803988, -7.002581, -0.938513], [-0.527724, -6.034798, -1.879271], [0.561747, -5.905764, -1.897952], [-0.964814, -5.640228, -2.805325], [-0.733935, -7.117808, -1.842893], [-0.534481, -6.597511, 0.702804], [-0.435361, -7.531935, 0.129858], [-1.163543, -6.765833, 1.582943], [0.468872, -6.279922, 1.012976], [-5.067059, -2.907362, -2.739565], [-5.201197, -1.817977, -2.661095], [-6.069824, -3.359279, -2.853767], [-4.487494, -3.097944, -3.660374], [-5.697353, -3.717912, -0.181672], [-5.446747, -4.303635, 0.703430], [-6.506151, -4.188727, -0.747275], [-6.009543, -2.717374, 0.132642], [-0.723953, -2.439552, 1.973806], [0.595233, -2.493291, -2.418880], [0.294414, -2.785716, -3.670516], [-0.662857, -1.972939, -4.461511], [-0.594857, -0.495410, -3.960475], [-1.811594, 0.056724, -3.345403], [-2.301302, -0.474235, -2.232607], [-1.816573, -1.714332, -1.494205], [-0.356875, -2.089265, -1.323255], [-1.718129, -0.266085, 1.566522], [1.652765, -2.504852, -2.098373], [0.792608, -3.616161, -4.195125], [-1.689038, -2.359616, -4.413966], [-0.386739, -2.008218, -5.522519], [0.170516, -0.415514, -3.169651], [-0.228410, 0.152995, -4.756164], [-2.224322, 0.994765, -3.744955], [-3.053420, 0.087562, -1.648517], [-2.320323, -2.610403, -1.883395], [-2.213983, -1.573578, -0.461326], [0.068402, -1.237081, -0.808258], [-0.295665, -2.932376, -0.585925], [-1.289176, 0.045212, 2.533057], [-2.779230, 0.023133, 1.596038], [-1.251690, 0.394160, 0.815593], [1.165679, -1.163743, 2.699572], [1.738349, -0.582906, 1.717633], [2.926185, 0.372089, 1.733533], [3.224671, 0.574123, 0.243097], [1.994115, 0.013555, -0.476961], [1.678615, 0.237323, -1.618593], [1.327230, -0.773980, 0.448924], [2.682091, 1.315477, 2.242904], [3.792362, -0.115843, 2.189152], [3.421630, 1.592227, -0.108576], [4.089069, -0.054549, -0.018854]], "atomic_forces_ev_per_a": [[-1.15, -1.31, -1.09], [-1.40, -1.84, -0.95], [0.07, 0.21, 0.40], [0.50, 0.09, 0.54], [-0.44, 0.08, 0.62], [0.51, 0.36, 0.04], [-0.13, -0.05, -0.33], [-0.06, 0.43, 0.18], [0.55, 0.39, -0.41], [-0.21, 0.05, -0.26], [0.28, 0.14, 0.29], [-0.05, 0.45, 0.10], [0.10, -0.06, 0.36], [-0.14, 0.27, 0.33], [0.20, 0.00, 0.01], [-0.13, -0.26, 0.15], [0.16, 0.53, 0.12], [-0.03, -0.25, -0.19], [0.51, 0.00, 0.17], [-0.07, 0.06, 0.52], [-0.22, -0.14, 0.05], [-0.18, 0.02, 0.09], [0.02, -0.06, 0.16], [-0.13, -0.17, 0.12], [0.73, 1.73, -1.11], [0.32, -0.40, 1.40], [0.31, -1.16, -1.11], [-1.02, 0.36, 0.01], [0.83, -0.13, -0.49], [-0.64, 0.51, 0.30], [-0.10, 0.38, 0.91], [-0.36, -0.46, -0.26], [0.66, 2.02, -0.10], [-0.29, -0.26, 0.41], [-0.57, -1.26, 0.26], [0.74, 1.00, -0.07], [-0.09, 0.20, -0.03], [0.04, -0.12, 0.23], [-0.17, -0.10, -0.57], [-0.16, -0.01, -0.18], [0.06, -0.45, 0.27], [0.10, -0.41, -0.64], [0.17, 0.52, -0.23], [0.31, -0.36, -0.76], [-0.16, -0.42, -0.13], [-0.01, 0.64, -0.66], [-0.08, 0.33, 0.09], [0.09, -0.17, 0.07], [0.05, -0.52, 0.07], [0.64, 0.11, -0.62], [-0.56, -0.28, -1.67], [0.24, 0.17, 0.14], [0.20, 0.15, -0.35], [0.72, -0.03, 1.90], [-0.03, -0.11, -0.30], [-0.20, -0.38, 1.55], [0.12, -0.38, 0.05], [-0.27, 0.24, 0.46], [0.04, -0.14, 0.31], [-0.22, 0.25, -0.19]], "lowdin_charge": [0.890, 0.883, -0.409, -0.436, 0.069, 0.084, 0.057, 0.075, -0.291, 0.045, 0.033, 0.038, -0.328, 0.038, 0.034, 0.031, -0.271, 0.030, 0.036, 0.037, -0.326, 0.022, 0.033, 0.036, 1.341, -0.138, -0.141, -0.170, -0.188, -0.117, -0.104, -0.279, -0.271, -0.336, 0.117, 0.101, 0.101, 0.105, 0.085, 0.108, 0.104, 0.106, -0.001, 0.029, 0.037, -0.010, -0.075, -0.060, -0.034, -0.204, -0.485, -0.090, -0.094, -0.481, 0.072, 0.089, 0.123, 0.113, 0.116, 0.119]}